[1]
The following is a quantum chemistry calculation of a structure of composition C3H7N3O at a distorted geometry, from OMol25.

Strongest force on any atom, hartree/bohr: 0.1082
Relative energy (zero: lowest compared OMol25 entry of this formula, charge and spin), kJ/mol: 346.5
HOMO level, eV: -8.70
HOMO-LUMO gap, eV: 9.41

Each line ends with the Löwdin charge.
Geometry (Å):
O  0.403  2.354  0.229  0.038
N  0.697  0.831  1.885  0.124
N  1.877  -0.719  -0.550  0.169
N  -0.545  0.051  -0.630  -0.032
C  0.551  1.064  0.635  -0.534
C  -1.300  -1.183  -0.586  -0.094
C  0.995  0.148  -0.501  -0.250
H  -1.090  0.859  -0.893  0.120
H  -0.623  -2.029  -0.449  0.075
H  -2.043  -1.187  0.217  0.085
H  0.772  -0.149  2.129  0.046
H  0.449  2.902  1.034  0.118
H  -1.817  -1.329  -1.533  0.075
H  1.675  -1.611  -0.988  0.060



[2]
The following is a quantum chemistry calculation of a structure of composition C25H49Li3O9 at a distorted geometry, from OMol25.

Strongest force on any atom, hartree/bohr: 0.1043
Relative energy (zero: lowest compared OMol25 entry of this formula, charge and spin), kJ/mol: 294.0
Total charge: +2
HOMO level, eV: -13.29
HOMO-LUMO gap, eV: 4.36

Each line ends with the Löwdin charge.
Geometry (Å):
O  11.963  9.744  -15.515  -0.132
O  10.353  15.412  -16.820  -0.120
O  9.734  18.287  -16.081  -0.218
O  13.952  11.796  -21.860  -0.125
O  14.365  18.131  -15.561  -0.194
O  6.779  11.645  -19.849  -0.153
O  7.325  14.310  -15.516  -0.252
O  10.022  13.596  -17.912  -0.064
O  12.041  14.073  -17.016  0.189
C  7.518  11.132  -18.764  -0.236
C  14.247  16.829  -14.958  -0.166
C  13.100  11.970  -20.780  -0.262
C  15.519  16.138  -15.485  -0.157
C  6.033  9.446  -19.427  -0.151
C  8.930  19.625  -14.466  -0.148
C  16.395  17.282  -15.909  -0.167
C  8.019  15.277  -13.431  -0.142
C  7.973  13.333  -14.714  -0.179
C  10.767  14.333  -17.288  -0.863
C  13.515  13.207  -20.063  -0.216
C  10.713  18.249  -15.136  -0.225
C  7.488  9.649  -18.978  -0.163
C  11.021  10.327  -16.415  -0.192
C  10.874  9.251  -17.507  -0.164
C  5.854  10.663  -20.299  -0.203
C  7.183  15.566  -14.714  -0.112
C  14.726  13.755  -20.730  -0.158
C  10.375  19.339  -14.128  -0.135
C  8.902  14.210  -13.911  -0.168
C  12.467  8.524  -15.965  -0.213
C  14.661  13.096  -22.123  -0.098
C  12.249  8.622  -17.429  -0.188
C  15.399  18.306  -16.502  -0.186
C  8.939  19.391  -15.969  -0.213
Li  8.155  14.823  -17.284  0.745
Li  9.218  14.180  -19.823  0.849
Li  9.767  17.076  -17.901  0.810
H  9.692  14.633  -14.531  0.107
H  10.133  8.521  -17.182  0.111
H  13.341  16.388  -15.372  0.082
H  4.831  11.002  -20.130  0.122
H  15.652  13.066  -22.575  0.122
H  5.835  8.544  -20.006  0.125
H  9.485  20.260  -16.338  0.135
H  8.129  9.358  -19.810  0.124
H  10.510  9.645  -18.456  0.099
H  13.530  8.561  -15.728  0.137
H  10.791  17.267  -14.668  0.115
H  11.844  7.717  -15.578  0.131
H  16.933  17.688  -15.052  0.122
H  5.904  10.355  -21.344  0.128
H  10.908  20.252  -14.394  0.121
H  14.255  17.112  -13.905  0.132
H  7.312  12.662  -14.166  0.145
H  7.973  19.386  -16.475  0.134
H  11.710  18.271  -15.576  0.114
H  8.455  18.912  -13.793  0.114
H  15.970  15.673  -14.608  0.120
H  14.769  14.844  -20.711  0.114
H  8.546  12.749  -15.435  0.109
H  5.360  9.415  -18.569  0.119
H  13.971  13.487  -22.871  0.118
H  15.772  19.330  -16.526  0.127
H  7.049  11.460  -17.836  0.126
H  8.502  16.230  -13.216  0.115
H  8.576  20.631  -14.237  0.133
H  15.204  15.487  -16.301  0.108
H  15.543  13.449  -20.078  0.121
H  11.483  11.222  -16.831  0.099
H  7.268  15.032  -12.680  0.135
H  12.239  7.680  -17.977  0.122
H  12.643  13.860  -20.110  0.089
H  7.654  16.396  -15.240  0.093
H  10.050  10.565  -15.980  0.105
H  12.144  14.940  -16.617  0.103
H  13.739  12.950  -19.028  0.112
H  10.642  19.291  -13.072  0.134
H  17.166  17.077  -16.652  0.116
H  8.551  11.454  -18.899  0.096
H  13.187  11.074  -20.164  0.119
H  13.076  9.147  -17.907  0.115
H  6.119  15.744  -14.554  0.131
H  12.056  12.002  -21.092  0.104
H  9.330  13.609  -13.109  0.141
H  15.105  18.004  -17.507  0.108
H  7.841  9.009  -18.168  0.114



[3]
The following is a quantum chemistry calculation of a cluster of 5 separate species, C25H36Cl4F2N5O7S2 in total at a distorted geometry, from OMol25.

Strongest force on any atom, hartree/bohr: 0.0941
Total charge: -1
HOMO level, eV: -4.49
HOMO-LUMO gap, eV: 5.87

Each line ends with the Löwdin charge.
Geometry (Å):
Cl  4.096  6.397  8.174  0.529
Cl  -0.914  -2.405  1.909  0.705
Cl  3.402  3.575  8.191  0.596
Cl  4.975  4.676  6.007  0.553
S  -2.383  -2.292  -5.062  0.648
S  0.426  -3.322  -4.410  0.887
F  1.123  -4.806  -6.675  -0.854
F  -1.588  -2.117  -6.431  -0.154
O  0.172  -1.451  1.873  -0.353
O  -1.794  -2.177  0.774  -0.381
O  -1.652  -2.253  3.130  -0.307
O  -3.616  -1.577  -5.224  -0.272
O  -0.371  -3.745  1.824  -0.343
O  -1.729  0.853  1.639  0.005
O  -2.688  -3.657  -4.760  -0.269
N  2.050  1.327  -0.200  -0.073
N  0.265  1.139  4.605  0.182
N  -1.642  0.639  -5.106  -0.115
N  -4.563  -4.548  -1.496  0.101
N  -0.562  -2.952  -2.003  -0.015
C  2.690  2.096  4.743  -0.206
C  -3.944  -3.820  -0.672  -0.225
C  -2.400  -3.818  -0.491  -0.104
C  3.406  0.585  6.666  -0.125
C  -2.415  3.988  -0.152  -0.105
C  3.692  1.051  5.242  -0.258
C  1.670  0.842  -1.526  -0.234
C  0.905  1.252  0.709  -0.174
C  0.279  -3.835  -1.305  -0.107
C  4.622  4.770  7.735  -1.515
C  -0.189  -2.063  -3.117  -0.537
C  1.064  -1.146  -2.980  -0.173
C  1.381  -0.711  -1.511  -0.142
C  -1.511  1.985  0.868  -0.261
C  -0.219  2.241  0.336  -0.129
C  1.331  1.562  4.659  -0.218
C  -1.674  0.102  -3.737  -0.202
C  -2.622  2.837  0.643  -0.011
C  -1.155  4.266  -0.732  -0.100
C  -2.480  -1.873  -2.444  -0.037
C  1.082  -4.209  -0.527  0.190
C  -0.063  3.387  -0.473  -0.052
C  -1.792  -2.951  -1.584  -0.089
C  -1.537  -1.449  -3.663  -0.345
C  -1.749  2.116  -5.025  -0.115
H  0.572  -0.937  -0.787  0.097
H  2.431  0.097  6.738  0.078
H  -0.772  0.406  -5.581  0.105
H  2.823  0.774  0.167  0.106
H  -3.880  -5.126  -2.004  0.059
H  -0.876  0.629  -3.155  0.108
H  0.803  1.399  -1.944  0.093
H  -3.567  -1.937  -2.623  0.138
H  4.695  1.485  5.208  0.096
H  1.741  -4.528  0.276  0.079
H  -4.559  -3.122  -0.074  0.118
H  2.526  1.083  -2.202  0.124
H  -1.036  5.155  -1.373  0.095
H  2.306  -1.187  -1.119  0.120
H  3.425  1.426  7.366  -0.030
H  -0.156  -4.476  -3.983  -0.065
H  5.533  4.548  8.280  0.015
H  2.702  2.969  5.397  0.064
H  3.694  0.187  4.574  0.113
H  1.930  -1.732  -3.350  0.085
H  -2.061  -3.525  0.525  0.031
H  -1.064  2.579  -5.763  0.083
H  1.252  1.560  1.727  0.118
H  -2.804  2.426  -5.196  0.085
H  1.026  -0.247  -3.634  0.116
H  0.911  3.638  -0.922  0.108
H  -1.460  2.514  -4.024  0.071
H  2.996  2.440  3.751  0.117
H  -3.591  2.572  1.091  0.116
H  -2.635  0.443  -3.291  0.137
H  0.489  0.233  0.832  0.069
H  -2.369  -0.977  -1.774  0.151
H  4.160  -0.136  6.985  0.074
H  -3.257  4.672  -0.341  0.095
H  -2.039  -4.861  -0.670  0.145
H  -1.268  1.046  2.474  0.088



[4]
The following is a quantum chemistry calculation of a cluster of 6 separate species, C21H59N7O6 in total at a distorted geometry, from OMol25.

Strongest force on any atom, hartree/bohr: 0.1330
SMILES: COC[C@H](C)N.COC[C@H](C)N.COC[C@H](C)N.COC[C@H](C)N.COC[C@H](C)N.NC(N)=O
Relative energy (zero: lowest compared OMol25 entry of this formula, charge and spin), kJ/mol: 369.6
HOMO level, eV: -8.51
HOMO-LUMO gap, eV: 9.13

Each line ends with the Löwdin charge.
Geometry (Å):
O  -1.393  -1.201  2.484  -0.235
O  0.638  -5.335  1.349  -0.187
O  0.849  4.828  -0.044  -0.195
O  -3.767  5.270  -2.093  -0.196
O  2.815  -0.770  -0.632  -0.226
O  -1.886  0.477  -0.630  0.021
N  5.863  -2.876  -1.017  0.024
N  -2.483  5.859  0.951  0.034
N  0.029  -0.270  0.102  0.227
N  -4.075  -1.392  1.031  0.044
N  -2.456  1.923  -3.163  0.023
N  3.875  -7.239  1.603  -0.001
N  -0.160  0.667  -1.837  0.199
C  -4.983  5.943  -1.561  -0.057
C  -2.104  4.009  -4.264  -0.054
C  -2.466  3.342  -2.890  -0.398
C  -0.720  0.224  -0.813  -0.844
C  2.922  -6.176  1.956  -0.387
C  4.954  -1.775  -1.206  -0.409
C  -2.624  -1.457  3.203  -0.159
C  -3.801  3.882  -2.275  -0.217
C  -0.384  5.483  -0.186  -0.210
C  0.989  -3.987  1.771  -0.081
C  3.911  -4.966  1.893  -0.077
C  -1.221  5.068  1.036  -0.366
C  1.764  -6.091  0.894  -0.170
C  3.190  0.566  -0.358  -0.087
C  3.735  -1.765  -0.279  -0.187
C  4.534  -2.038  -2.675  -0.078
C  -1.608  3.551  1.101  -0.048
C  -3.712  -2.127  2.253  -0.408
C  -3.186  -3.441  1.820  -0.108
C  1.083  3.650  -0.850  -0.067
C  -0.541  -0.428  3.384  -0.079
H  -1.824  3.135  0.117  0.053
H  -1.678  3.540  -2.164  0.092
H  3.828  -1.275  -3.003  0.067
H  -1.048  0.490  3.679  0.088
H  2.094  -5.516  0.028  0.114
H  3.451  -8.154  1.541  0.064
H  -0.227  -1.004  4.254  0.088
H  4.106  -3.025  -2.852  0.080
H  -4.584  3.576  -2.968  0.120
H  1.413  -3.946  2.774  0.088
H  0.542  2.851  -0.343  0.058
H  -0.715  5.357  1.956  0.131
H  -5.343  5.528  -0.620  0.075
H  -5.850  5.727  -2.186  0.078
H  -2.990  1.645  -3.975  0.087
H  4.280  -4.901  0.869  0.066
H  -4.746  -1.955  0.528  0.064
H  -3.151  -0.559  3.528  0.115
H  2.136  3.402  -0.725  0.080
H  -4.650  -2.291  2.784  0.131
H  -2.502  -4.033  2.428  0.077
H  -0.434  -0.635  0.922  0.074
H  -0.737  1.386  -2.249  0.082
H  -3.938  3.227  -1.414  0.119
H  -1.681  5.004  -4.120  0.065
H  -0.250  6.565  -0.178  0.123
H  -3.318  -1.116  0.422  0.041
H  2.372  1.181  -0.733  0.051
H  -4.047  -3.998  1.450  0.076
H  -0.883  5.321  -1.142  0.106
H  3.476  -4.006  2.172  0.046
H  3.197  -2.712  -0.248  0.110
H  0.071  -3.399  1.773  0.069
H  -2.926  1.399  -2.439  0.061
H  5.338  -3.642  -1.413  0.058
H  4.804  -5.139  2.493  0.073
H  -1.258  3.512  -4.739  0.067
H  4.098  0.885  -0.870  0.092
H  -2.573  -3.412  0.920  0.077
H  6.734  -2.910  -1.527  0.078
H  2.507  -6.421  2.933  0.133
H  -3.118  5.549  1.672  0.059
H  3.311  0.797  0.700  0.104
H  4.489  -7.362  2.395  0.066
H  5.451  -0.809  -1.303  0.132
H  0.728  3.919  -1.845  0.091
H  -2.923  5.660  0.064  0.028
H  5.358  -1.943  -3.382  0.078
H  1.489  -7.097  0.575  0.120
H  4.070  -1.584  0.742  0.128
H  0.990  -0.408  -0.176  0.071
H  0.814  0.449  -1.991  0.112
H  -0.849  2.876  1.498  0.062
H  -2.823  4.133  -5.074  0.075
H  1.642  -3.483  1.058  0.063
H  -2.390  3.370  1.838  0.073
H  0.322  -0.106  2.801  0.073
H  -4.833  7.007  -1.377  0.089
H  -2.395  -2.059  4.083  0.120



[5]
The following is a quantum chemistry calculation of the ion C2H7N4S with charge +1 at a distorted geometry, from OMol25.

Strongest force on any atom, hartree/bohr: 0.1005
SMILES: NN1C=C([NH3+])SN1
Relative energy (zero: lowest compared OMol25 entry of this formula, charge and spin), kJ/mol: 337.1
Total charge: +1
HOMO level, eV: -11.84
HOMO-LUMO gap, eV: 7.97

Each line ends with the Löwdin charge.
Geometry (Å):
S  0.758  -1.907  -0.063  0.926
N  -0.940  -1.578  0.347  -0.251
N  -1.232  -0.180  0.229  -0.331
N  -2.402  0.304  -0.277  0.063
N  2.358  0.601  -0.062  0.212
C  -0.134  0.595  0.146  -0.103
C  1.060  -0.115  0.156  -0.515
H  2.866  0.387  0.756  0.152
H  2.125  1.515  -0.389  0.156
H  -3.230  -0.126  0.161  0.115
H  -2.489  0.347  -1.343  0.138
H  -0.989  -1.648  1.365  0.083
H  2.617  0.115  -0.953  0.186
H  -0.367  1.689  -0.073  0.169